No. 1
{
  "formula": "C2H10NO2",
  "method": "ωB97M-V/def2-TZVPD",
  "gap_ev": 11.1,
  "lumo_energy_ev": -3.38,
  "total_charge": 1,
  "e_above_lowest_kcal_mol": 36.2,
  "elements": ["O", "O", "N", "C", "C", "H", "H", "H", "H", "H", "H", "H", "H", "H", "H"],
  "coordinates": [[-2.191632, 1.968001, -1.644219], [-0.060850, 0.103895, 2.394824], [1.634111, 0.072149, -0.035112], [0.570100, -0.634897, -0.693652], [0.044165, -1.815972, -0.322317], [1.279737, 0.321724, 0.880101], [0.044326, -0.176663, -1.499841], [-2.588807, 2.771323, -1.244074], [0.313573, -2.470332, 0.585650], [-0.361652, -0.754642, 2.698505], [0.125701, 0.634693, 3.190288], [-2.538384, 1.857159, -2.530312], [-0.566234, -2.332400, -1.013636], [1.884872, 0.917245, -0.653280], [2.410976, -0.461280, -0.112921]],
  "forces_ev_per_angstrom": [[0.2, 0.5, 0.8], [0.6, 0.6, 0.0], [-2.4, 3.7, -2.3], [-2.5, -2.8, -0.3], [2.4, 0.0, 1.8], [0.3, 0.3, 1.3], [0.4, 0.8, -0.6], [0.2, -0.8, -0.7], [-0.1, 1.4, -1.4], [-0.1, -0.1, 0.2], [-0.2, -0.4, -0.4], [-0.3, 0.3, -0.1], [-1.1, 0.0, -0.5], [-0.7, -1.0, 1.5], [3.4, -2.4, 0.8]]
}

***

No. 2
{
  "formula": "C5H8N2",
  "method": "ωB97M-V/def2-TZVPD",
  "gap_ev": 8.5,
  "lumo_energy_ev": 1.08,
  "smiles": "Cn1ccc(N)c1",
  "e_above_lowest_kcal_mol": 17.9,
  "elements": ["N", "N", "C", "C", "C", "C", "C", "H", "H", "H", "H", "H", "H", "H", "H"],
  "coordinates": [[1.618236, 1.496636, -1.580437], [-0.165030, -0.708060, 0.640468], [-0.156974, 1.478804, 0.177869], [-0.653782, 0.516533, 1.001955], [-1.020300, -1.845658, 0.921484], [0.707298, -0.524347, -0.425195], [0.753250, 0.821107, -0.704294], [-0.496018, -2.675921, 1.408018], [-0.421549, 2.527527, 0.199092], [1.208458, 2.360744, -1.910618], [1.905819, 0.931484, -2.367292], [-1.527140, -2.210340, 0.019382], [-1.801867, -1.419136, 1.556685], [1.268711, -1.344995, -0.854771], [-1.219114, 0.595621, 1.917652]],
  "forces_ev_per_angstrom": [[-0.1, 0.0, -0.2], [-0.1, 0.3, 0.0], [0.2, 0.1, 0.1], [0.1, 0.1, 0.1], [-0.1, -0.1, 0.0], [0.0, 0.0, -0.1], [-0.1, -0.1, 0.1], [-0.1, 0.2, -0.1], [0.3, -0.1, 0.1], [0.1, -0.1, 0.0], [0.0, 0.1, 0.0], [0.2, 0.1, 0.1], [0.1, -0.7, 0.2], [-0.2, 0.1, 0.0], [-0.4, 0.1, -0.3]]
}

***

No. 3
{
  "formula": "C30H19Br4ClGeO4Pd",
  "method": "ωB97M-V/def2-TZVPD",
  "s_squared": 0.753,
  "gap_ev": [5.5, 5.5],
  "lumo_energy_ev": [-5.39, -5.39],
  "total_charge": 1,
  "e_above_lowest_kcal_mol": 0.9,
  "multiplicity": 2,
  "elements": ["Pd", "Br", "Br", "Br", "Br", "Ge", "Cl", "O", "O", "O", "O", "C", "C", "C", "C", "C", "C", "C", "C", "C", "C", "C", "C", "C", "C", "C", "C", "C", "C", "C", "C", "C", "C", "C", "C", "C", "C", "C", "C", "C", "C", "H", "H", "H", "H", "H", "H", "H", "H", "H", "H", "H", "H", "H", "H", "H", "H", "H", "H", "H"],
  "coordinates": [[-0.106123, 0.005643, 0.082787], [-2.457530, -0.969562, 4.716478], [-7.234497, -0.375668, 1.616196], [-5.769247, -1.122231, 4.427029], [-5.440828, 0.586990, -1.022090], [2.366707, -0.313397, 0.498290], [3.054126, -6.514197, -4.462667], [-0.321373, -2.084188, -0.749368], [1.500935, -0.936057, -1.218433], [-2.511274, 0.572995, -0.216399], [-1.326561, -0.083692, 2.057310], [2.782627, -4.260253, 2.002468], [-2.536887, -0.157873, 2.017512], [1.309943, -5.441778, -2.712924], [1.491345, -2.962025, 3.587076], [-5.378133, -0.262628, 1.702138], [-3.226434, 0.215235, 0.686181], [-3.367288, -0.555877, 3.141729], [3.341223, -5.497928, 1.602461], [2.362007, -1.880785, 1.599953], [5.166256, 1.160808, -2.293826], [1.282601, -3.104226, -2.161288], [4.247261, -4.465117, -0.365888], [2.962844, -3.114651, 1.184725], [-4.683790, 0.130383, 0.615855], [1.606586, 1.342864, 1.325152], [3.964660, 0.206909, -0.438605], [5.171574, 0.052416, 0.246614], [6.366797, 0.449883, -0.334400], [0.751766, -2.016236, -1.328285], [3.719536, -3.257586, -0.005458], [1.642142, -1.824875, 2.768647], [3.969775, 0.765088, -1.712806], [-4.707494, -0.608354, 2.989151], [4.053886, -5.602337, 0.444603], [0.762801, -4.386910, -2.007541], [2.868421, -3.917678, -3.772207], [2.333894, -2.871635, -3.044655], [2.042027, -4.148714, 3.205806], [6.361590, 1.005096, -1.606956], [2.359474, -5.196614, -3.588733], [0.853709, 1.932186, 0.767651], [-0.052457, -4.550131, -1.316209], [1.923515, -5.031861, 3.822034], [7.290646, 1.314949, -2.066737], [0.929448, -2.884628, 4.508190], [3.679121, -3.756719, -4.468952], [1.163556, -0.905049, 3.084614], [5.162523, 1.591125, -3.286673], [3.885712, -2.402420, -0.645456], [2.461833, 2.019433, 1.345955], [3.042336, 0.879362, -2.261994], [4.818583, -4.550873, -1.280867], [2.733366, -1.871950, -3.152549], [3.192711, -6.361893, 2.238695], [0.936173, -6.448390, -2.591152], [7.297696, 0.321075, 0.201331], [5.192622, -0.398993, 1.233740], [4.477308, -6.552343, 0.146786], [1.242074, 1.185299, 2.337106]],
  "forces_ev_per_angstrom": [[-0.6, 0.1, 0.2], [0.0, 0.0, 0.0], [0.0, 0.0, 0.0], [0.0, 0.0, 0.0], [0.0, 0.0, 0.0], [0.5, 0.0, -0.4], [0.0, 0.0, 0.0], [-0.7, 0.1, 0.4], [0.2, 0.5, 0.1], [-0.1, 0.0, -0.1], [0.1, 0.0, -0.1], [0.0, 0.1, 0.0], [-0.1, 0.0, 0.0], [0.0, 0.0, 0.0], [0.0, 0.0, 0.0], [0.0, 0.0, 0.0], [0.1, 0.0, 0.1], [0.0, 0.0, 0.0], [0.0, 0.0, 0.1], [-0.1, -0.1, 0.0], [-0.1, 0.0, 0.0], [0.1, -0.1, -0.1], [0.0, 0.0, 0.0], [0.0, 0.0, 0.1], [0.0, 0.0, 0.0], [-0.1, 0.0, 0.0], [0.3, -0.1, 0.3], [0.0, 0.0, 0.0], [0.0, 0.0, -0.1], [0.4, -0.5, -0.4], [0.0, 0.0, 0.0], [0.0, 0.0, 0.0], [-0.1, 0.0, 0.0], [0.0, 0.0, 0.1], [0.0, 0.0, 0.0], [0.0, 0.1, 0.0], [0.0, 0.0, 0.0], [0.0, 0.0, 0.0], [0.0, 0.0, 0.0], [0.0, 0.0, 0.0], [0.0, 0.0, 0.0], [-0.1, -0.1, 0.0], [0.0, 0.0, 0.0], [0.0, 0.0, 0.0], [0.0, 0.0, 0.0], [0.0, 0.0, 0.0], [0.0, 0.0, 0.0], [0.0, 0.0, 0.0], [0.0, 0.0, 0.0], [0.0, 0.1, 0.0], [0.1, -0.1, 0.0], [0.0, 0.0, 0.0], [0.0, 0.0, 0.0], [0.0, 0.0, 0.0], [0.0, 0.0, 0.0], [0.0, 0.0, 0.0], [0.0, 0.0, 0.0], [0.0, 0.0, 0.0], [0.0, 0.0, 0.0], [0.0, 0.0, 0.0]]
}

***

No. 4
{
  "formula": "C5H8",
  "method": "ωB97M-V/def2-TZVPD",
  "gap_ev": 10.6,
  "lumo_energy_ev": 1.27,
  "smiles": "C=CCC=C",
  "e_above_lowest_kcal_mol": 35.0,
  "elements": ["C", "C", "C", "C", "C", "H", "H", "H", "H", "H", "H", "H", "H"],
  "coordinates": [[-1.462890, -1.735066, 0.731244], [0.632028, 1.065017, 0.086991], [1.004707, 2.211196, -0.578522], [0.249003, -0.328859, -0.450566], [-0.229377, -1.292774, 0.545641], [0.525531, 1.121241, 1.140974], [1.207819, 2.160639, -1.646887], [-0.491261, -0.159096, -1.322925], [-1.840441, -2.409212, 1.430948], [1.010868, 3.176655, -0.192219], [0.478991, -1.499518, 1.346399], [-2.210668, -1.537186, -0.063962], [1.125689, -0.773038, -1.027116]],
  "forces_ev_per_angstrom": [[-0.6, 0.8, -3.0], [0.4, 1.5, -1.2], [-0.9, -4.2, -0.5], [0.7, 1.1, -3.6], [-0.2, 0.1, 2.0], [-0.3, 0.3, 1.0], [-0.2, 0.0, 0.0], [0.7, -0.4, 1.5], [0.1, -0.9, 1.5], [0.3, 1.2, 1.2], [0.2, -0.2, -0.1], [0.4, 0.2, 0.5], [-0.7, 0.5, 0.8]]
}

***

No. 5
{
  "formula": "C27H23N4O5ReS4Sb",
  "method": "ωB97M-V/def2-TZVPD",
  "s_squared": 2.035,
  "gap_ev": [6.0, 5.9],
  "lumo_energy_ev": [1.35, 1.09],
  "total_charge": -1,
  "e_above_lowest_kcal_mol": 13.6,
  "multiplicity": 3,
  "elements": ["Re", "Sb", "S", "S", "S", "S", "O", "O", "O", "O", "O", "N", "N", "N", "N", "C", "C", "C", "C", "C", "C", "C", "C", "C", "C", "C", "C", "C", "C", "C", "C", "C", "C", "C", "C", "C", "C", "C", "C", "C", "C", "C", "H", "H", "H", "H", "H", "H", "H", "H", "H", "H", "H", "H", "H", "H", "H", "H", "H", "H", "H", "H", "H", "H", "H"],
  "coordinates": [[-0.445242, 0.102544, -0.271787], [-2.682744, -1.824767, -2.336296], [-2.527258, -0.937127, 0.015485], [-0.481825, -0.626310, -2.517124], [-4.111858, -0.366398, -3.348517], [-1.143256, 2.117861, 2.986187], [-1.156910, -4.529076, 0.795171], [0.083923, -1.899620, 0.560813], [0.845175, 1.839988, -0.128072], [-1.254511, 3.555267, 3.107797], [0.036273, 1.522670, 3.557599], [2.666705, 0.539219, -0.420344], [-1.639755, 1.751989, -0.727989], [-1.278965, 1.610089, 1.456220], [1.791711, -0.439419, -0.642929], [-3.051453, 4.084141, -0.597431], [0.999433, -4.929303, -2.090464], [2.217975, -1.556329, -1.133885], [-2.832624, 3.462632, -1.829832], [-2.582528, 1.367199, 3.734552], [-4.861994, 0.111063, 4.669034], [1.433555, -2.749472, -1.192267], [4.108981, 3.182932, -0.138822], [3.430476, 4.122493, 2.383555], [-2.603138, -0.007376, 3.843046], [-1.832239, 2.331381, 0.480407], [-1.277811, -3.757935, 1.972487], [4.915778, 4.109752, 0.497918], [-2.565389, 3.532345, 0.560624], [1.722970, -3.760035, -2.108191], [-6.103011, -0.566007, 5.171629], [-3.742195, -0.634813, 4.316273], [0.400178, -2.892143, -0.216985], [-2.115964, 2.289839, -1.841965], [-4.820883, 1.495220, 4.548108], [-3.683673, 2.125733, 4.072878], [0.046658, -5.131813, -1.101706], [2.954282, 2.733180, 0.487410], [2.604683, 3.213393, 1.746477], [4.585994, 4.568000, 1.762948], [-0.241157, -4.164626, -0.146704], [2.093315, 1.673002, -0.083361], [-6.140416, -0.523715, 6.260918], [3.253178, -1.599083, -1.464862], [3.167688, 4.478478, 3.368797], [1.187740, -5.698026, -2.824188], [-1.909420, 1.749668, -2.759628], [-3.215562, 3.872732, -2.748850], [-5.688806, 2.078194, 4.821688], [-3.769101, -1.710885, 4.402852], [-3.617384, 5.004446, -0.552847], [-1.805628, -2.819634, 1.780673], [-0.505060, -6.057846, -1.053778], [-1.853557, -4.370444, 2.670330], [5.228686, 5.276905, 2.267021], [-6.994803, -0.072577, 4.788261], [1.711631, 2.852235, 2.238316], [-0.295560, -3.541437, 2.404066], [4.366979, 2.805892, -1.115708], [-6.115566, -1.610605, 4.869878], [-1.725403, -0.560511, 3.550287], [5.808842, 4.472799, 0.011283], [-3.636908, 3.197750, 3.962987], [2.484922, -3.588153, -2.852068], [-2.693408, 3.997294, 1.523397]],
  "forces_ev_per_angstrom": [[1.1, -2.2, -1.1], [-0.2, 0.7, 0.0], [0.4, 0.4, 0.0], [0.0, 0.6, 1.1], [0.2, -0.3, 0.1], [0.1, 0.0, 0.0], [0.0, 0.0, -0.4], [-0.5, 1.5, 0.0], [-2.3, -0.4, 0.2], [-0.2, -0.3, 0.0], [-0.3, -0.3, -0.2], [1.6, 1.7, 0.4], [0.3, 0.1, 0.8], [0.8, -0.8, 0.5], [-2.1, -0.4, -0.1], [0.0, -0.2, -0.1], [0.1, 0.0, -0.1], [0.1, 0.5, 0.2], [0.1, -0.1, 0.2], [0.4, 0.3, -0.3], [-0.1, 0.0, 0.0], [-0.6, -0.3, 0.4], [-0.1, -0.1, 0.0], [0.0, 0.0, 0.0], [0.0, -0.2, 0.1], [-0.8, 1.0, -0.4], [-0.1, 0.2, 0.5], [0.1, 0.0, 0.0], [0.1, -0.1, 0.0], [0.0, 0.1, 0.1], [0.1, 0.0, 0.1], [0.1, 0.2, 0.0], [0.3, -0.4, -0.6], [-0.2, 0.1, -0.9], [0.1, -0.1, 0.0], [0.0, 0.2, 0.1], [-0.1, 0.3, 0.3], [-0.1, 0.1, 0.0], [0.0, 0.0, -0.1], [0.0, 0.1, 0.1], [0.2, 0.0, -0.1], [1.7, -1.7, -0.6], [-0.1, 0.0, 0.1], [0.0, 0.2, 0.1], [0.0, 0.0, 0.1], [0.0, -0.1, -0.1], [-0.1, 0.0, 0.1], [0.0, 0.0, -0.1], [-0.1, 0.1, 0.0], [0.0, -0.1, 0.0], [0.0, 0.1, 0.0], [0.1, -0.1, 0.1], [-0.1, -0.1, 0.0], [0.1, 0.0, -0.1], [0.0, 0.1, 0.0], [-0.1, 0.0, 0.0], [0.0, 0.0, 0.0], [-0.1, 0.0, 0.0], [0.0, -0.1, -0.1], [-0.1, -0.1, 0.0], [0.1, -0.2, 0.0], [0.1, 0.0, -0.1], [0.0, 0.1, 0.0], [0.2, 0.0, -0.1], [-0.1, 0.1, -0.1]]
}

***

No. 6
{
  "formula": "C29H20Cl2IrN9O2",
  "method": "ωB97M-V/def2-TZVPD",
  "gap_ev": 6.8,
  "lumo_energy_ev": -7.01,
  "total_charge": 2,
  "e_above_lowest_kcal_mol": 37.6,
  "elements": ["Ir", "Cl", "Cl", "O", "O", "N", "N", "N", "N", "N", "N", "N", "N", "N", "C", "C", "C", "C", "C", "C", "C", "C", "C", "C", "C", "C", "C", "C", "C", "C", "C", "C", "C", "C", "C", "C", "C", "C", "C", "C", "C", "C", "C", "H", "H", "H", "H", "H", "H", "H", "H", "H", "H", "H", "H", "H", "H", "H", "H", "H", "H", "H", "H"],
  "coordinates": [[0.712757, 0.400006, 1.260605], [-1.110184, 3.936744, -4.802627], [-2.993065, 3.152482, 0.163424], [2.142796, 1.246018, -0.132766], [-0.399249, 2.002545, 0.683911], [-3.294238, -4.177932, -5.363776], [2.245898, -1.024977, 0.819423], [1.611704, 1.614544, 2.713268], [-0.162531, -0.893347, 0.008483], [3.165129, 1.253161, 5.953080], [-3.844334, 0.257564, 2.653456], [4.212519, -2.547086, -0.394662], [2.897206, 3.113702, 4.637420], [-1.146686, 0.173995, 2.058891], [0.327832, 2.726307, -2.865644], [-1.988276, -4.286983, -5.146787], [4.448219, -1.856504, 0.705499], [-3.982850, -3.462303, -4.481709], [1.985431, -1.727121, -0.312345], [-3.408960, -0.254051, 1.506603], [-1.872542, 3.459889, -2.258811], [3.468817, -1.082740, 1.327873], [-0.853276, 3.331203, -3.210337], [-1.498413, -0.925610, -0.025524], [2.064095, 1.029605, 3.825608], [-3.422137, -2.833406, -3.381176], [-2.145476, -1.590220, -1.046394], [-0.001657, -2.348030, -1.830019], [0.512111, 2.243717, -1.550524], [-0.500637, 2.370904, -0.580887], [-1.568636, 0.696294, 3.204411], [-2.050549, -2.947511, -3.162158], [-2.066983, -0.306137, 1.184881], [-1.323053, -3.700870, -4.081448], [1.775706, 2.927846, 2.540719], [2.431949, 3.652561, 3.529058], [1.784766, 1.690815, -1.234489], [2.711264, 1.798712, 4.811729], [-1.391689, -2.271278, -2.013881], [-1.704133, 2.982087, -0.976416], [-2.933444, 0.725544, 3.486653], [2.983832, -2.479732, -0.900451], [0.585058, -1.661156, -0.787366], [-1.431572, -4.876004, -5.866011], [5.443771, -1.904369, 1.128595], [-3.223062, -1.617499, -1.071410], [2.797837, -3.052472, -1.799838], [3.051318, 0.280201, 6.170029], [3.669109, -0.493642, 2.210942], [1.123270, 2.620958, -3.591712], [1.897345, -0.034718, 3.928064], [3.617645, 1.849959, 6.625868], [-0.825367, 1.100881, 3.874424], [2.531752, 1.664825, -2.034526], [2.582772, 4.717623, 3.400461], [-4.158008, -0.634026, 0.823817], [-3.272123, 1.148658, 4.424033], [-4.076484, -2.271737, -2.732188], [-2.807623, 3.931523, -2.529784], [-0.259265, -3.863046, -3.999669], [-5.048327, -3.377605, -4.659912], [0.603808, -2.964468, -2.474840], [1.379113, 3.365706, 1.638864]],
  "forces_ev_per_angstrom": [[0.1, 2.2, -2.6], [0.0, 0.0, 0.0], [0.1, -0.1, 0.0], [0.3, -0.9, 0.6], [0.0, 0.0, 0.3], [0.1, 0.1, 0.2], [-0.3, -1.0, 1.0], [0.0, -0.3, -0.1], [0.1, 0.5, -0.2], [0.0, 0.0, 0.0], [0.0, -0.1, -0.1], [-0.1, 0.0, 0.0], [-0.1, -0.1, 0.0], [0.1, -1.1, 0.9], [-0.2, 0.0, 0.0], [0.1, -0.1, -0.2], [0.1, 0.2, 0.2], [-0.2, 0.0, -0.1], [-0.2, 0.1, 0.0], [-0.1, 0.1, 0.1], [0.0, -0.1, 0.1], [0.0, 0.0, -0.2], [0.1, 0.0, -0.1], [0.0, 0.0, 0.1], [0.0, 0.2, 0.0], [0.1, -0.1, 0.0], [0.1, -0.1, 0.1], [-0.1, 0.0, 0.1], [0.1, -0.2, -0.3], [-0.2, -0.2, 0.6], [-0.2, 0.0, -0.2], [0.0, 0.1, 0.0], [0.1, 0.0, -0.1], [-0.1, 0.0, 0.1], [0.0, -0.1, 0.0], [0.0, 0.2, -0.1], [-0.3, 0.4, -0.2], [0.0, -0.1, 0.1], [0.0, -0.1, -0.1], [-0.1, 0.2, -0.2], [0.2, 0.2, 0.2], [0.2, 0.0, 0.0], [0.2, -0.1, 0.1], [0.0, 0.0, 0.0], [0.0, 0.0, 0.0], [0.0, 0.0, 0.0], [0.0, 0.0, 0.0], [0.0, 0.0, 0.0], [0.0, -0.1, 0.0], [0.0, 0.0, 0.0], [0.0, 0.0, 0.1], [0.0, 0.0, 0.0], [0.0, 0.0, 0.1], [0.1, 0.2, 0.1], [0.0, 0.0, 0.0], [0.0, 0.0, 0.0], [-0.1, 0.0, 0.0], [0.0, 0.0, 0.0], [0.0, 0.0, 0.0], [0.0, 0.0, 0.0], [0.0, 0.0, 0.0], [0.0, 0.0, 0.0], [0.0, 0.1, 0.0]]
}